[1]
# C29H46N2O3S5Si4Sr

A molecular structure, C29H46N2O3S5Si4Sr (ωB97M-V with the def2-TZVPD basis set, the Open Molecules 2025 dataset).

Each line ends with the Mulliken charge.
CARTESIAN COORDINATES (ANGSTROEM)
Sr1 -1.42 0.51 -0.12  2.187
S1 -1.54 -6.68 3.32  -0.357
C1 -1.39 -5.23 2.50  0.083
S2 -2.34 -4.79 1.14  -0.176
C2 -1.73 -3.17 0.87  -0.146
C3 -0.78 -2.77 1.76  -0.133
S3 0.09 -1.27 1.82  -0.170
S4 -0.36 -3.96 2.98  -0.067
S5 -2.40 -2.33 -0.49  -0.433
O1 -4.26 0.82 7.27  -0.509
C4 -3.93 2.06 6.81  0.619
O2 -4.19 3.00 7.52  -0.614
C5 -3.29 2.14 5.49  0.983
C6 -3.22 1.08 4.58  -1.112
C7 -2.61 1.22 3.35  -0.460
C8 -2.02 2.44 2.95  0.217
C9 -2.08 3.50 3.89  -0.474
C10 -2.70 3.35 5.11  -0.939
N1 -1.45 2.47 1.70  0.931
C11 -0.93 3.62 1.25  -0.655
C12 -0.26 3.77 0.01  0.206
C13 0.11 5.06 -0.44  -0.853
C14 0.65 5.23 -1.69  -0.492
C15 0.83 4.11 -2.52  -0.712
C16 0.49 2.88 -1.99  -0.355
N2 -0.01 2.67 -0.77  0.854
H1 -3.90 0.15 6.66  0.292
H2 -3.66 0.11 4.79  0.162
H3 -2.55 0.36 2.70  0.192
H4 -1.62 4.45 3.68  0.250
H5 -2.74 4.17 5.80  0.391
H6 -1.02 4.55 1.81  0.013
H7 -0.07 5.91 0.21  0.366
H8 0.92 6.23 -2.03  0.385
H9 1.23 4.19 -3.52  0.454
H10 0.64 1.99 -2.60  -0.030
C17 -3.71 1.79 -3.80  -1.569
C18 -3.96 1.75 -2.29  1.143
C19 -5.13 0.80 -1.99  -1.473
C20 -4.31 3.16 -1.80  -1.559
O3 -2.82 1.30 -1.64  -0.899
H11 -4.59 2.15 -4.36  0.374
H12 -3.46 0.78 -4.15  0.309
H13 -2.86 2.45 -4.01  0.315
H14 -6.05 1.10 -2.51  0.382
H15 -5.33 0.80 -0.91  0.239
H16 -4.86 -0.21 -2.29  0.300
H17 -5.22 3.56 -2.27  0.406
H18 -3.48 3.84 -2.02  0.302
H19 -4.45 3.14 -0.71  0.267
C21 3.27 -2.40 -3.86  -1.102
Si1 1.67 -1.89 -2.96  0.349
C22 0.38 -3.23 -3.26  -0.832
C23 1.08 -0.34 -3.88  -0.926
Si2 1.95 -1.56 -0.66  0.232
Si3 2.62 -3.63 0.20  0.072
C24 3.07 -3.48 2.04  -0.880
C25 1.33 -4.97 -0.12  -0.938
C26 4.21 -4.31 -0.59  -1.111
Si4 3.60 -0.06 0.05  0.401
C27 3.76 1.54 -0.96  -0.955
C28 3.24 0.44 1.83  -0.865
C29 5.33 -0.86 0.01  -1.098
H20 3.05 -2.52 -4.94  0.370
H21 3.66 -3.36 -3.49  0.278
H22 4.05 -1.64 -3.75  0.254
H23 0.13 -3.27 -4.33  0.364
H24 -0.54 -3.03 -2.69  0.085
H25 0.75 -4.22 -2.96  0.223
H26 1.10 -0.54 -4.96  0.406
H27 1.73 0.53 -3.70  0.204
H28 0.05 -0.08 -3.61  0.178
H29 2.32 -2.92 2.60  0.165
H30 4.04 -2.97 2.13  0.260
H31 3.18 -4.48 2.47  0.374
H32 0.31 -4.57 -0.17  0.130
H33 1.35 -5.75 0.66  0.366
H34 1.55 -5.46 -1.08  0.381
H35 5.08 -3.67 -0.44  0.220
H36 4.10 -4.49 -1.67  0.272
H37 4.42 -5.28 -0.12  0.377
H38 2.91 2.20 -0.79  0.084
H39 3.84 1.35 -2.04  0.252
H40 4.67 2.06 -0.64  0.410
H41 2.25 0.90 1.90  0.051
H42 3.98 1.15 2.19  0.379
H43 3.23 -0.43 2.49  0.223
H44 5.59 -1.19 -1.00  0.250
H45 5.38 -1.72 0.68  0.255
H46 6.08 -0.13 0.34  0.405

Summary:
DFT total energy = -126472.7302 eV
Multiplicity = 1
Total charge = -2
Orbital gap (alpha / beta) = 5.3 / 5.1 eV
HOMO (alpha / beta) = -1.490 / -1.334 eV
Relative energy (zero: lowest compared OMol25 entry of this formula, charge and spin) = 86.18 kJ/mol

---

[2]
# C3H5N2O

A gas-phase ion, C3H5N2O (charge +1) in a non-equilibrium geometry (ωB97M-V with the def2-TZVPD basis set, the Open Molecules 2025 dataset).

Each line ends with the Mulliken charge.
CARTESIAN COORDINATES (ANGSTROEM)
C1 0.31 -1.49 1.21  -0.805
N1 -0.17 -0.67 0.04  0.513
O1 -0.77 -1.27 -0.81  -0.465
C2 0.08 0.64 -0.02  -0.090
C3 -0.25 1.45 -1.08  0.154
N2 -0.55 2.24 -1.86  0.020
H1 1.47 -1.49 1.02  0.356
H2 0.28 -1.01 2.18  0.322
H3 -0.15 -2.42 1.16  0.335
H4 0.61 1.20 0.77  0.353
H5 -0.85 2.83 -2.61  0.305

Summary:
DFT total energy = -8208.7904 eV
Multiplicity = 1
Total charge = +1
Orbital gap = 9.3 eV
HOMO = -14.964 eV
Relative energy (zero: lowest compared OMol25 entry of this formula, charge and spin) = 424.81 kJ/mol
SMILES = C[N+](=O)C=C=N

---

[3]
# C2H5N2S

2 unconnected molecules or ions with the total composition C2H5N2S in a non-equilibrium geometry (ωB97M-V with the def2-TZVPD basis set, the Open Molecules 2025 dataset).

Each line ends with the Mulliken charge.
CARTESIAN COORDINATES (ANGSTROEM)
C1 -0.37 1.99 -1.50  0.512
C2 0.22 1.38 -2.55  -0.411
N1 -0.88 2.63 -0.69  0.024
N2 -0.31 -0.49 0.52  -0.687
S1 -0.60 0.09 -3.25  0.132
H1 1.17 1.71 -2.82  0.375
H2 -1.08 2.72 0.26  0.342
H3 0.51 0.11 0.67  0.243
H4 -0.04 -1.52 0.61  0.241
H5 -1.08 -0.25 1.21  0.230

Summary:
DFT total energy = -15960.4192 eV
Multiplicity = 1
Total charge = +1
Orbital gap (alpha / beta) = 6.3 / 6.3 eV
HOMO (alpha / beta) = -13.982 / -13.982 eV
Relative energy (zero: lowest compared OMol25 entry of this formula, charge and spin) = 242.99 kJ/mol

---

[4]
# F2H4NPSi

2 unconnected molecules or ions with the total composition F2H4NPSi in a non-equilibrium geometry (ωB97M-V with the def2-TZVPD basis set, the Open Molecules 2025 dataset).

Each line ends with the Mulliken charge.
CARTESIAN COORDINATES (ANGSTROEM)
N1 0.21 -1.10 0.40  -0.246
F1 2.19 -0.14 4.28  -0.245
F2 0.11 -1.39 4.45  -0.214
Si1 -0.45 0.15 -0.44  0.324
P1 1.35 -1.27 3.46  0.450
H1 0.27 -1.97 0.06  0.229
H2 -0.80 1.19 0.38  -0.115
H3 -1.36 -0.19 -1.58  -0.108
H4 0.37 1.12 -1.20  -0.076

Summary:
DFT total energy = -24153.8216 eV
Multiplicity = 1
Orbital gap (alpha / beta) = 10.4 / 5.5 eV
HOMO (alpha / beta) = -10.804 / -7.977 eV
Relative energy (zero: lowest compared OMol25 entry of this formula, charge and spin) = 377.07 kJ/mol

---

[5]
# C3H4N4

A molecular structure, C3H4N4 (ωB97M-V with the def2-TZVPD basis set, the Open Molecules 2025 dataset).

Each line ends with the Mulliken charge.
CARTESIAN COORDINATES (ANGSTROEM)
N1 -1.41 0.09 -1.21  -0.580
C1 -0.18 -0.05 -0.55  0.895
C2 0.52 -1.27 -0.32  -0.331
N2 0.07 -0.80 0.78  -0.486
C3 1.16 0.63 1.62  -0.076
N3 1.06 1.33 0.60  0.196
N4 0.64 1.17 -0.58  -0.646
H1 -1.97 -0.76 -1.18  0.242
H2 -1.93 0.88 -0.86  0.251
H3 1.21 -2.05 -0.63  0.319
H4 0.77 0.90 2.59  0.215

Summary:
DFT total energy = -9130.7031 eV
Multiplicity = 1
Orbital gap = 9.0 eV
HOMO = -8.842 eV
Relative energy (zero: lowest compared OMol25 entry of this formula, charge and spin) = 593.82 kJ/mol